1 | # CHN2OS

A 2-piece molecular cluster, CHN2OS overall (ωB97M-V with the def2-TZVPD basis set, the OMol25 dataset).

CARTESIAN COORDINATES (ANGSTROEM)
C1 -1.30 -0.74 -1.72
N1 -2.04 -1.54 -1.29
N2 0.25 0.79 -1.56
O1 0.15 1.72 -2.38
S1 0.03 1.18 0.12
H1 0.77 0.06 0.16

Output
* HOMO (spin up / spin down): -3.80 / -3.79 eV
* total charge: -1
* frontier orbital gap (spin up / spin down): 7.39 / 7.39 eV
* LUMO level (spin up / spin down): 3.592 / 3.593 eV

=====

2 | # CHN2OS

A 2-piece molecular cluster, CHN2OS overall (ωB97M-V with the def2-TZVPD basis set, the OMol25 dataset).

CARTESIAN COORDINATES (ANGSTROEM)
C1 -0.20 -1.60 -1.54
N1 -0.07 -2.66 -2.02
N2 0.56 1.11 1.38
O1 0.53 2.36 1.20
S1 -0.55 -0.07 -1.13
H1 -0.28 0.86 2.11

Output
* HOMO: -3.54 eV
* total charge: -1
* frontier orbital gap: 6.63 eV
* LUMO level: 3.092 eV

=====

In terms of stability, 2 leads; the second structure lies 0.0599 hartree higher.